No. 1
ORCA calculation (wB97M-V/def2-TZVPD) on 6 unconnected molecules or ions with the total composition C24H47N2O13 in a non-equilibrium geometry.

**Gap between HOMO and LUMO**: 6.656 eV
**LUMO energy**: -0.1198 Eh
**F_max**: 4.72 eV Å⁻¹
**E**: -2029.8143 a.u.

Geometry as ORCA input:
```
! wB97M-V def2-TZVPD RIJCOSX def2/J DEFGRID3
* xyz 1 1
O 0.317 0.239 -0.852
H 1.038 0.870 -0.790
H 0.220 -0.119 -1.737
H -0.531 0.670 -0.721
C 5.457 -1.245 -0.969
O 4.652 -0.277 -1.599
C 5.321 0.944 -1.949
C 4.331 2.061 -2.319
N 3.699 2.666 -1.116
C 2.734 3.667 -1.640
C 1.899 4.325 -0.423
O 1.252 3.220 0.258
C 0.883 3.512 1.612
H 6.192 -1.560 -1.710
H 4.781 -2.032 -0.635
H 5.857 -0.893 -0.018
H 5.850 0.931 -2.902
H 6.020 1.233 -1.165
H 3.644 1.580 -3.015
H 4.955 2.706 -2.936
H 4.532 3.040 -0.686
H 2.138 3.098 -2.353
H 3.370 4.368 -2.182
H 1.199 4.940 -0.990
H 2.650 4.930 0.084
H 0.203 4.356 1.490
H 1.762 3.765 2.204
H 0.350 2.687 2.084
C -1.098 -0.242 -4.826
O -1.951 0.399 -3.987
C -3.174 0.979 -4.481
C -3.778 1.920 -3.449
N -3.917 1.339 -2.101
C -4.435 2.440 -1.170
C -5.954 2.495 -1.350
O -6.692 1.242 -1.292
C -6.448 0.339 -0.199
H -0.401 -0.866 -4.266
H -0.558 0.325 -5.585
H -1.743 -0.974 -5.312
H -3.840 0.143 -4.698
H -2.949 1.384 -5.468
H -4.760 2.070 -3.896
H -3.212 2.851 -3.422
H -4.774 0.825 -2.248
H -4.080 3.440 -1.419
H -4.127 2.273 -0.137
H -6.148 3.145 -2.203
H -6.283 3.152 -0.545
H -7.357 -0.258 -0.272
H -6.282 0.903 0.719
H -5.550 -0.227 -0.446
C 5.137 1.873 7.754
C 6.056 2.282 6.733
C 5.731 1.992 5.399
C 4.597 1.312 5.128
C 3.806 0.775 6.194
C 4.040 1.104 7.503
O 3.239 0.664 8.442
O 6.526 2.419 4.313
H 5.335 2.139 8.782
H 6.906 2.900 6.981
H 4.401 0.955 4.128
H 3.028 0.097 5.876
H 2.513 0.165 8.059
H 7.418 2.185 4.579
C 1.038 -4.842 2.534
C -0.061 -5.810 3.081
O -1.247 -5.039 3.049
C -0.929 -3.769 2.812
O -1.686 -2.791 2.845
O 0.389 -3.683 2.479
H 1.524 -5.068 1.585
H 1.824 -4.696 3.275
H 0.206 -6.145 4.084
H -0.312 -6.693 2.494
C -6.123 -5.360 -3.782
C -5.980 -6.109 -2.500
O -4.628 -6.033 -2.187
C -4.015 -5.133 -2.931
O -2.926 -4.696 -2.829
O -4.910 -4.597 -3.822
H -6.950 -4.651 -3.836
H -6.330 -5.876 -4.719
H -6.382 -7.088 -2.761
H -6.500 -5.559 -1.716
*
```

***

No. 2
ORCA calculation (wB97M-V/def2-TZVPD) on a molecular structure, C6H14ClO2PdPr in a non-equilibrium geometry.

**Energy above the lowest of the compared OMol25 structures with the same formula, charge and spin**: 46.4 kJ/mol
**Gap between HOMO and LUMO (alpha / beta)**: 3.024 / 3.834 eV
**LUMO energy (alpha / beta)**: 0.1820 / 0.1808 Eh
**F_max**: 2.86 eV Å⁻¹
**Expectation value of S²**: 6.016
**E**: -1492.4522 a.u.

Geometry as ORCA input:
```
! wB97M-V def2-TZVPD RIJCOSX def2/J DEFGRID3
* xyz -2 5
Pr 0.965 0.077 -0.714
Cl 3.330 1.118 -0.933
C 0.881 0.569 1.646
H 0.527 -0.343 2.156
H 0.182 1.390 1.864
H 1.885 0.821 2.017
Pd -1.365 2.425 -1.652
C -0.796 1.235 -3.221
C -0.428 4.216 -1.304
C -1.830 0.975 -0.449
H -0.976 4.714 -0.478
H 0.618 3.978 -1.022
H -0.480 4.800 -2.244
H -1.580 0.461 -3.253
H -0.897 1.937 -4.063
H 0.227 0.823 -3.171
H -1.801 1.268 0.625
H -2.818 0.573 -0.767
C 1.709 -3.990 0.633
C 1.359 -2.661 0.015
O 0.172 -2.175 0.122
O 2.277 -1.983 -0.569
H 0.805 -4.465 1.027
H 2.436 -3.826 1.441
H 2.183 -4.615 -0.128
*
```

***

No. 3
ORCA calculation (wB97M-V/def2-TZVPD) on 7 unconnected molecules or ions with the total composition C24H67N5O7 in a non-equilibrium geometry.

**Energy above the lowest of the compared OMol25 structures with the same formula, charge and spin**: 55.1 kJ/mol
**Gap between HOMO and LUMO (alpha / beta)**: 8.587 / 2.560 eV
**LUMO energy (alpha / beta)**: -0.0938 / -0.3153 Eh
**F_max**: 5.51 eV Å⁻¹
**Expectation value of S²**: 0.755
**E**: -1754.5580 a.u.

Geometry as ORCA input:
```
! wB97M-V def2-TZVPD RIJCOSX def2/J DEFGRID3
* xyz 1 2
C 2.200 -4.196 -2.694
C 0.959 -3.958 -3.466
C 1.144 -2.851 -4.564
O 1.413 -1.508 -3.947
C 0.283 -0.930 -3.254
N 0.686 -5.282 -3.981
H 1.997 -4.756 -1.781
H 2.296 -3.191 -2.281
H 3.026 -4.586 -3.287
H 0.174 -3.697 -2.757
H 0.244 -2.769 -5.174
H 1.979 -3.137 -5.203
H -0.064 -1.488 -2.385
H -0.521 -0.778 -3.975
H 0.694 0.041 -2.978
H 0.056 -5.291 -4.771
H 0.277 -5.836 -3.242
C -0.647 2.938 -1.925
C 0.614 3.551 -2.527
C 0.488 5.058 -2.481
O 1.500 5.709 -3.215
C 1.496 7.151 -3.231
N 1.886 3.208 -1.929
H -0.725 3.114 -0.853
H -0.628 1.852 -2.018
H -1.553 3.296 -2.415
H 0.617 3.331 -3.595
H 0.519 5.289 -1.416
H -0.478 5.348 -2.896
H 2.358 7.497 -3.802
H 1.620 7.602 -2.247
H 0.578 7.460 -3.731
H 2.279 2.381 -2.357
H 2.633 3.762 -2.324
C -3.823 -0.088 -4.125
C -4.324 -1.182 -3.201
C -4.378 -0.693 -1.717
O -3.011 -0.223 -1.345
C -2.986 0.227 0.000
N -5.613 -1.611 -3.625
H -4.388 0.839 -4.037
H -3.903 -0.324 -5.186
H -2.760 0.052 -3.929
H -3.547 -1.945 -3.208
H -4.595 -1.518 -1.038
H -5.089 0.124 -1.595
H -3.356 -0.555 0.663
H -3.596 1.129 0.058
H -1.970 0.409 0.349
H -5.492 -1.885 -4.589
H -5.775 -2.509 -3.192
C -1.393 -2.636 0.041
C -0.557 -3.882 0.547
C 0.281 -3.592 1.769
O 1.038 -4.734 2.239
C 2.181 -4.949 1.563
N -1.466 -4.947 0.852
H -1.798 -2.731 -0.967
H -0.737 -1.768 -0.001
H -2.209 -2.313 0.688
H 0.074 -4.177 -0.291
H -0.530 -3.363 2.460
H 0.891 -2.700 1.625
H 2.521 -5.972 1.730
H 2.946 -4.227 1.846
H 2.203 -4.862 0.476
H -0.875 -5.629 1.305
H -2.103 -4.701 1.597
C 1.901 3.511 6.283
C 2.671 3.469 4.986
C 2.469 2.130 4.224
O 3.103 1.090 4.890
C 2.939 -0.227 4.434
N 2.242 4.594 4.180
H 2.132 2.597 6.831
H 0.835 3.497 6.056
H 2.176 4.340 6.935
H 3.743 3.499 5.182
H 2.787 2.167 3.182
H 1.394 1.974 4.131
H 1.893 -0.533 4.459
H 3.524 -0.895 5.066
H 3.277 -0.296 3.400
H 2.870 4.644 3.391
H 2.374 5.477 4.652
C -1.367 0.916 4.834
C -2.181 1.023 3.545
O -1.407 1.838 2.735
H -1.719 0.154 5.530
H -1.264 1.883 5.326
H -0.342 0.655 4.573
H -3.157 1.470 3.735
H -2.470 0.077 3.087
H -1.313 2.722 3.097
C 1.985 -0.387 0.132
C 0.964 0.505 0.810
O 0.286 -0.202 1.841
H 2.892 -0.579 0.705
H 2.368 0.074 -0.779
H 1.522 -1.316 -0.200
H 0.280 0.975 0.104
H 1.556 1.310 1.246
H -0.227 0.443 2.335
*
```

***

No. 4
ORCA calculation (wB97M-V/def2-TZVPD) on 2 unconnected molecules or ions with the total composition C24H24N5O6 in a non-equilibrium geometry.

**Energy above the lowest of the compared OMol25 structures with the same formula, charge and spin**: 5.7 kJ/mol
**Gap between HOMO and LUMO**: 8.015 eV
**LUMO energy**: -0.1424 Eh
**F_max**: 3.31 eV Å⁻¹
**E**: -1653.9126 a.u.

Geometry as ORCA input:
```
! wB97M-V def2-TZVPD RIJCOSX def2/J DEFGRID3
* xyz 1 1
O 0.728 1.245 0.855
O 4.541 -1.796 4.697
O -0.173 -2.958 2.572
O -6.094 -0.918 -5.071
O -5.302 0.384 -6.631
O -0.944 3.340 -2.147
C 0.150 1.961 0.046
C 3.649 -2.245 4.001
C 0.577 -2.119 3.059
C -0.887 1.372 -0.762
C -1.398 2.070 -1.840
C 0.392 -3.304 -0.554
C 1.347 -2.424 -0.125
C 0.505 -1.637 -2.015
C 1.380 5.909 -0.953
C 1.966 5.270 0.143
C 0.404 5.244 -1.701
C -3.110 0.297 -2.462
C -2.724 2.157 -3.940
C 1.576 3.974 0.492
C -4.057 -0.212 -3.359
C -3.665 1.650 -4.834
C 0.008 3.946 -1.364
C -2.417 1.490 -2.741
C 0.596 3.308 -0.263
C -4.348 0.451 -4.567
N -0.118 -2.804 -1.741
N 0.386 -1.601 4.280
N 3.014 -1.428 3.154
N -5.307 -0.055 -5.475
N 1.392 -1.378 -1.029
C 3.296 -3.718 4.097
C -0.708 -1.952 5.189
C 2.223 -2.583 1.099
C 1.843 -1.682 2.294
H -1.219 0.382 -0.487
H 0.105 -4.221 -0.048
H 0.318 -1.004 -2.880
H 1.680 6.920 -1.219
H 2.723 5.787 0.728
H -0.053 5.739 -2.553
H -2.963 -0.242 -1.533
H -2.232 3.089 -4.204
H 2.032 3.490 1.353
H -4.586 -1.126 -3.101
H -3.868 2.210 -5.745
H -0.826 -3.257 -2.313
H 1.062 -0.928 4.609
H 3.390 -0.490 3.160
H 1.972 -0.550 -0.935
H 3.573 -4.221 3.175
H 3.870 -4.156 4.913
H 2.238 -3.854 4.305
H -1.181 -1.043 5.567
H -0.323 -2.527 6.034
H -1.464 -2.552 4.678
H 3.249 -2.360 0.800
H 2.198 -3.628 1.411
H 1.582 -0.714 1.881
*
```

***

- E of number 3 (C24H67N5O7)?
  -1754.5580 a.u.

***

- The highest E belongs to which entry?
  C6H14ClO2PdPr

***

- Which of these has the highest E?
  C6H14ClO2PdPr